[1]
Below is a molecular structure, C22H17BeN7S, with properties calculated with wB97M-V/def2-TZVPD.

Results
Charge: +2
Max |F|, Eh/bohr: 0.0018
E_HOMO, eV: -13.743
Energy relative to the best compared isomer or geometry (same formula, charge and spin), eV: 0.000

Last column: Löwdin charge in e.
Atoms and positions in Å:
Be: 1.351 1.415 1.699  0.28
N: -1.938 0.036 0.585  0.23
C: -2.384 0.364 1.868  -0.15
C: -3.632 0.256 2.468  0.02
C: -3.719 0.698 3.771  -0.04
C: -2.609 1.233 4.444  -0.04
C: -1.375 1.341 3.837  0.00
C: -1.276 0.888 2.526  -0.17
N: -0.188 0.871 1.632  0.12
C: -0.654 0.344 0.494  -0.18
C: 1.128 1.316 -0.875  -0.33
C: 1.282 1.355 -3.322  -0.38
S: 2.778 0.352 -3.224  1.11
C: 3.368 0.771 -1.657  -0.28
N: 2.505 1.059 -0.757  -0.05
H: -2.483 -0.362 -0.168  0.19
H: -4.487 -0.151 1.946  0.13
H: -4.667 0.636 4.288  0.12
H: -2.730 1.572 5.463  0.12
H: -0.529 1.765 4.361  0.11
H: 1.326 1.948 -4.227  0.12
H: 4.429 0.724 -1.442  0.12
N: -1.000 -6.309 -4.586  0.19
C: -0.901 -5.255 -4.143  -0.17
C: -0.776 -3.934 -3.590  -0.22
C: -0.636 -2.833 -4.429  0.01
C: -0.504 -1.561 -3.899  0.00
C: -0.518 -1.376 -2.519  -0.21
C: -0.673 -2.478 -1.679  -0.02
C: -0.794 -3.749 -2.212  0.00
N: -0.406 -0.075 -1.968  0.01
C: -0.127 1.040 -2.837  -0.18
C: 0.701 2.044 -2.106  -0.07
N: 1.909 1.864 0.225  0.15
C: 0.242 0.093 -0.689  -0.12
H: -0.626 -2.974 -5.501  0.13
H: -0.392 -0.722 -4.571  0.12
H: -0.709 -2.363 -0.601  0.11
H: -0.911 -4.602 -1.558  0.13
H: -0.930 1.344 -3.495  0.17
H: 0.529 3.110 -2.086  0.17
H: 0.864 -0.779 -0.451  0.18
C: 3.629 1.904 5.238  0.02
C: 2.838 1.734 4.042  -0.06
N: 2.207 1.602 3.096  0.25
H: 3.944 2.946 5.315  0.12
H: 4.509 1.262 5.181  0.12
H: 3.035 1.634 6.111  0.12

Atoms 1-3, force components in eV/Å:
-0.1 0.0 0.0
0.0 0.0 0.0
0.0 0.0 0.0

[2]
Below is 2 unconnected molecules or ions with the total composition C7H11BrN6 at a distorted geometry, with properties calculated with wB97M-V/def2-TZVPD.

Results
Charge: +2
Max |F|, Eh/bohr: 0.0602
E_HOMO, eV: -15.163
Energy relative to the best compared isomer or geometry (same formula, charge and spin), eV: 0.735

Last column: Löwdin charge in e.
Atoms and positions in Å:
C: -2.622 -1.947 1.893  -0.03
C: -2.810 -0.621 2.281  -0.07
C: -1.590 -1.980 0.879  -0.09
C: 2.079 -1.142 -0.629  -0.07
C: 0.540 1.079 -1.076  -0.48
C: 1.800 1.196 -0.599  -0.26
C: 0.015 -0.269 -1.255  -0.37
N: -1.951 0.103 1.551  -0.03
N: -1.122 -0.697 0.781  -0.03
N: 2.564 0.105 -0.393  0.16
N: 0.915 -1.313 -1.068  0.18
N: -1.079 -0.598 -1.978  0.18
N: 2.409 2.522 -0.473  0.26
Br: -0.746 2.478 -1.395  0.91
H: -3.102 -2.751 2.339  0.08
H: -3.470 -0.015 2.972  0.16
H: -1.094 -2.806 0.315  0.12
H: 2.806 -1.903 -0.468  0.16
H: 3.518 0.279 -0.204  0.17
H: -1.683 1.097 1.716  0.17
H: -1.901 0.076 -1.826  0.13
H: -1.353 -1.586 -1.879  0.14
H: 2.527 2.989 0.447  0.21
H: 1.899 3.187 -1.108  0.16
H: 3.452 2.515 -0.823  0.24

Atoms 1-3, force components in eV/Å:
0.9 1.1 -1.0
-0.4 0.3 0.1
-0.2 2.4 2.0

[3]
Below is a single C4H5NS molecule at a distorted geometry, with properties calculated with wB97M-V/def2-TZVPD.

Results
Charge: 0
Max |F|, Eh/bohr: 0.1849
E_HOMO (alpha / beta), eV: -5.717 / -9.688
Energy relative to the best compared isomer or geometry (same formula, charge and spin), eV: 2.998
2S+1: 3

Last column: Löwdin charge in e.
Atoms and positions in Å:
C: 1.235 0.118 0.213  -0.19
C: 0.033 -0.289 0.505  -0.10
C: 2.573 0.435 0.453  -0.17
C: -1.091 -0.361 -0.471  -0.51
N: 2.204 0.600 -0.760  0.09
S: -2.467 0.737 0.107  0.69
H: -0.213 -0.578 1.516  0.12
H: 3.416 0.525 1.100  0.07
H: -1.498 -1.371 -0.514  0.08
H: -0.795 -0.021 -1.462  0.08
H: -3.396 0.205 -0.686  -0.16

Atoms 1-3, force components in eV/Å:
9.1 2.7 -0.8
-4.8 -1.4 0.2
-0.7 -1.9 8.0

[4]
Below is a molecular structure, C26H38N5O8PTi, with properties calculated with wB97M-V/def2-TZVPD.

Results
Charge: 0
Max |F|, Eh/bohr: 0.0053
E_HOMO, eV: -7.846
Energy relative to the best compared isomer or geometry (same formula, charge and spin), eV: 1.945

Last column: Löwdin charge in e.
Atoms and positions in Å:
Ti: -0.385 -1.317 0.510  1.01
C: -3.009 1.564 -2.369  -0.01
C: -1.801 1.527 -1.467  -0.28
N: -0.588 1.491 -1.831  0.10
C: -0.245 1.485 -3.248  -0.19
C: 0.620 0.273 -3.559  -0.22
N: -0.180 -0.924 -3.408  -0.04
C: 0.522 -2.184 -3.354  -0.20
C: 1.581 -2.359 -2.263  -0.17
N: 1.079 -2.418 -0.870  -0.14
C: 0.363 -3.673 -0.496  -0.27
C: -0.060 -3.361 0.923  -0.19
N: 0.087 -0.784 2.384  -0.01
C: -0.501 0.168 2.965  -0.40
C: -0.327 0.487 4.426  -0.02
C: -1.414 1.042 2.161  -0.23
C: -2.320 1.933 2.716  0.00
C: -3.134 2.664 1.869  -0.02
C: -2.992 2.509 0.501  0.01
C: -2.043 1.615 0.015  -0.19
N: -1.290 0.881 0.837  0.11
H: -3.022 2.473 -2.975  0.10
H: -3.934 1.514 -1.798  0.08
H: -3.001 0.705 -3.041  0.08
H: 0.333 2.393 -3.442  0.12
H: -1.116 1.486 -3.908  0.11
H: 1.492 0.313 -2.898  0.08
H: 0.979 0.347 -4.592  0.12
H: -0.815 -0.857 -2.623  0.06
H: 1.039 -2.348 -4.307  0.12
H: -0.226 -2.976 -3.275  0.12
H: 2.299 -1.541 -2.308  0.09
H: 2.126 -3.290 -2.463  0.12
H: 1.913 -2.417 -0.282  0.10
H: 1.010 -4.548 -0.641  0.12
H: -0.498 -3.773 -1.157  0.11
H: 0.771 -3.469 1.623  0.05
H: -0.927 -3.905 1.286  0.07
H: 0.427 -0.174 4.847  0.08
H: -1.263 0.328 4.965  0.09
H: -0.026 1.527 4.575  0.08
H: -2.399 2.030 3.789  0.12
H: -3.869 3.351 2.268  0.12
H: -3.596 3.080 -0.189  0.12
O: -6.427 -1.600 -0.768  0.16
C: -5.261 -1.606 -0.502  -0.23
C: -4.097 -1.532 -1.507  -0.29
O: -4.195 -1.470 -2.713  0.10
C: -2.919 -1.511 -0.666  -0.25
C: -3.193 -1.610 0.678  -0.27
O: -2.211 -1.611 1.503  -0.08
C: -4.651 -1.651 0.915  -0.25
O: -5.258 -1.680 1.954  0.14
O: -1.637 -1.415 -0.982  -0.16
C: 0.886 3.738 1.636  -0.05
C: 1.445 2.765 0.629  -0.26
O: 1.909 1.576 1.318  -0.26
P: 1.811 0.159 0.567  0.78
O: 2.605 0.385 -0.807  -0.30
C: 3.961 0.879 -0.832  -0.26
C: 4.202 1.508 -2.183  -0.07
O: 2.908 -0.682 1.383  -0.27
C: 3.124 -0.620 2.813  -0.26
C: 3.028 -2.007 3.397  -0.07
H: 0.617 4.666 1.130  0.09
H: 1.628 3.968 2.401  0.08
H: -0.006 3.341 2.120  0.06
H: 2.316 3.197 0.129  0.11
H: 0.709 2.486 -0.127  0.08
H: 4.632 0.038 -0.650  0.12
H: 4.097 1.602 -0.024  0.11
H: 4.056 0.778 -2.979  0.08
H: 5.224 1.884 -2.243  0.08
H: 3.515 2.338 -2.348  0.08
H: 2.391 0.048 3.259  0.09
H: 4.118 -0.190 2.948  0.12
H: 2.012 -2.381 3.285  0.05
H: 3.272 -1.975 4.461  0.08
H: 3.728 -2.684 2.906  0.08

Atoms 1-3, force components in eV/Å:
0.0 -0.1 0.3
0.0 0.0 0.0
0.0 0.1 0.0